A cluster of 4 separate species, C26H42N7O9PS in total in a non-equilibrium geometry. Source: OMol25; level of theory: ωB97M-V/def2-TZVPD.

Each line ends with the Mulliken charge.
Element x y z (Å)
S 3.88 4.29 -4.22  1.32
P -2.60 -0.48 -0.11  0.14
O 0.53 3.44 -6.64  -0.31
O -3.19 -3.81 -1.73  -0.56
O -2.83 -1.34 4.86  -0.55
O 1.98 -0.56 2.38  -0.52
O 4.93 4.13 -3.10  -0.65
O -0.14 -3.36 1.07  -0.63
O 0.84 4.83 -5.07  -0.19
O 1.38 4.04 0.37  -0.60
O 4.47 3.68 -5.47  -0.66
N 3.46 3.62 1.24  0.21
N -0.74 -1.75 5.73  0.24
N 0.47 -1.15 0.63  1.52
N 2.60 2.35 -2.65  -0.50
N 1.27 4.32 -6.29  0.30
N -3.31 -5.81 -0.60  0.17
N -0.30 3.20 -3.64  -0.56
C 3.59 6.13 -4.36  -0.86
C 0.35 -0.12 -0.42  -0.31
C -3.90 -1.03 -1.38  -0.30
C 2.10 3.68 1.28  0.07
C 2.36 3.39 -3.59  0.04
C 3.11 -1.89 0.65  -1.03
C 0.13 -3.01 -1.35  -0.93
C -2.13 1.59 1.78  -0.51
C -4.12 -6.96 -0.23  -0.95
C 4.25 3.19 2.37  -0.93
C -4.46 0.14 -2.33  -1.09
C -2.11 -1.69 5.78  0.04
C 0.04 -2.17 6.87  -0.93
C -0.06 -1.38 4.51  -0.98
C -0.01 2.19 -2.66  0.37
C -1.95 -5.73 -0.13  -0.76
C -1.10 0.34 -0.92  0.25
C -3.81 -4.81 -1.38  -0.08
C 4.14 3.99 0.01  -0.78
C 0.13 -2.50 0.16  0.18
C 1.39 1.74 -2.17  0.12
C 1.55 0.61 -1.08  -0.30
C 0.93 3.77 -4.07  0.26
C -1.26 1.46 -2.01  -0.38
C 1.81 -1.15 1.27  0.27
C -3.37 0.91 0.97  -0.52
H -1.32 0.78 1.88  -0.20
H 3.79 3.35 -0.80  0.10
H 3.89 5.03 -0.24  0.26
H 1.02 -1.48 4.62  0.43
H -0.60 -2.42 7.72  0.32
H 3.43 6.43 -5.45  0.33
H -0.41 -2.03 3.70  0.32
H -0.94 -3.00 -1.76  0.14
H 2.62 0.33 -0.77  0.00
H -2.31 1.77 -2.36  0.28
H 4.93 3.99 2.66  0.36
H -1.70 -6.61 0.48  0.39
H 5.22 3.89 0.12  0.42
H -3.54 -1.95 -1.99  0.34
H -0.31 -0.34 4.26  0.20
H 3.63 -2.58 1.40  0.33
H -3.78 1.75 0.29  0.28
H -1.72 2.50 1.23  0.27
H 2.67 6.34 -3.69  0.29
H -3.84 0.24 -3.29  0.27
H 0.63 -3.05 6.59  0.31
H -5.53 -0.15 -2.68  0.36
H 4.46 6.71 -3.85  0.37
H 2.87 -2.38 -0.35  0.24
H 1.69 3.38 2.26  0.29
H 0.72 -1.36 7.16  0.31
H -3.64 -7.86 -0.60  0.33
H 3.84 -1.02 0.41  0.38
H -4.85 -4.97 -1.68  0.27
H -4.58 1.15 -1.79  0.19
H -2.52 -1.99 6.75  0.26
H -4.19 -7.00 0.86  0.34
H -4.16 0.47 1.67  0.46
H 0.89 -2.44 -1.98  0.31
H 3.61 2.94 3.22  0.29
H 4.83 2.30 2.09  0.31
H -1.82 -4.83 0.46  0.20
H -1.28 -5.69 -0.99  0.22
H 0.44 -4.13 -1.32  0.35
H -2.47 1.88 2.85  0.35
H -4.81 -1.42 -0.77  0.36
H -5.12 -6.88 -0.65  0.29

Structure (SMILES): CCP(CC)c1cc2nc(ON=O)c(S(C)(=O)=O)nc2cc1N(C(C)=O)C(C)=O.CN(C)C=O.CN(C)C=O.CN(C)C=O
Orbital gap, Ha: 0.229
Calculated total energy, Eh: -2815.46145
Charge: 0